Record 1
60
Properties=species:S:1:pos:R:3 method="wB97M-V/def2-TZVPD" relative_energy_kcal_mol=0.00 multiplicity=4 homo_ev="-8.55 / -9.19"
V -6.654 7.172 13.566
N -6.806 9.023 14.828
C -7.533 8.719 16.032
C -7.982 7.251 16.036
O -8.629 6.824 16.975
O -7.864 6.610 14.930
H -5.881 9.423 15.053
H -7.422 9.619 14.266
H -8.435 9.329 16.185
H -6.985 8.919 16.910
C -9.533 0.159 16.586
C -9.596 1.678 16.343
C -8.290 2.348 16.569
C -8.259 3.798 15.929
N -7.835 3.812 14.542
C -6.658 4.327 14.199
S -6.572 5.007 12.607
N -5.656 4.445 15.066
C -5.263 3.522 16.143
C -5.068 2.047 15.675
C -3.727 1.887 14.901
C -3.806 2.094 13.425
H -10.520 -0.293 16.841
H -8.867 -0.093 17.441
H -9.107 -0.338 15.735
H -10.302 2.181 16.952
H -9.832 1.829 15.273
H -7.518 1.671 16.205
H -7.962 2.405 17.645
H -7.666 4.535 16.423
H -9.226 4.252 15.962
H -8.499 3.805 13.802
H -4.940 4.961 14.614
H -6.034 3.577 17.003
H -4.306 3.987 16.493
H -5.963 1.719 15.096
H -4.917 1.512 16.609
H -3.426 0.867 15.087
H -2.935 2.506 15.369
H -4.439 1.323 12.945
H -2.866 1.868 12.989
H -4.125 3.105 13.119
O -7.776 8.039 12.175
O -6.571 8.188 11.697
O -4.115 8.562 15.458
C -3.974 7.524 14.852
O -4.909 6.973 14.130
C -2.780 6.670 14.990
C -2.304 5.894 13.909
C -1.272 4.967 14.041
C -0.637 4.840 15.253
C -0.968 5.717 16.253
C -2.030 6.571 16.159
N -0.213 5.805 17.489
O -0.287 6.809 18.184
O 0.527 4.879 17.692
H -2.850 6.059 13.023
H -0.908 4.274 13.194
H 0.077 4.079 15.366
H -2.237 7.218 16.957

---

Record 2
34
Properties=species:S:1:pos:R:3 method="wB97M-V/def2-TZVPD" relative_energy_kcal_mol=1.74 multiplicity=3 homo_ev="-8.32 / -8.47"
V -2.152 0.262 -0.530
Cl -3.029 -0.148 -2.755
Cl -2.477 2.665 -0.121
Cl -3.859 -0.555 0.886
C 2.187 1.408 -1.833
S 0.578 1.077 -2.631
O -0.382 0.794 -1.513
C 0.288 2.683 -3.379
H 2.559 0.628 -1.180
H 1.993 2.322 -1.263
H 2.929 1.637 -2.597
H -0.288 2.502 -4.283
H 1.253 3.106 -3.661
H -0.253 3.371 -2.729
C -0.749 1.403 3.417
S -0.205 0.004 2.356
O -0.854 0.286 1.015
C 1.499 0.539 2.194
H -0.826 2.246 2.727
H -0.027 1.577 4.207
H -1.771 1.153 3.692
H 2.063 0.353 3.106
H 1.593 1.575 1.866
H 1.947 -0.039 1.385
C -1.251 -3.826 0.551
S -0.531 -2.911 -0.862
O -1.203 -1.570 -0.887
C 1.089 -2.706 -0.043
H -2.241 -4.150 0.231
H -1.477 -3.072 1.311
H -0.645 -4.629 0.958
H 0.969 -2.193 0.910
H 1.790 -2.076 -0.592
H 1.484 -3.716 0.049

---

Record 3
37
Properties=species:S:1:pos:R:3 method="wB97M-V/def2-TZVPD" charge=-1 relative_energy_kcal_mol=48.00 homo_ev=-4.72
C 2.365 -1.982 -1.389
C 2.264 -0.758 -1.388
C 2.090 0.726 -1.901
C 0.639 1.302 -1.535
O 0.563 1.844 -0.434
O -0.458 1.248 -2.404
C -1.267 0.057 -2.214
C -1.782 -0.181 -0.717
C -2.790 1.023 -0.368
O -2.431 2.172 -0.348
Br -4.716 0.595 0.040
B -2.618 0.290 -3.125
O -2.968 1.524 -3.702
O -3.444 -0.877 -3.335
C -0.610 -1.295 -2.761
O 0.025 -1.222 -3.847
O -0.763 -2.456 -2.103
H 2.339 -3.099 -1.523
H 2.348 0.848 -2.992
H 2.842 1.336 -1.297
H -2.378 -1.140 -0.711
H -0.949 -0.277 0.041
H -3.819 1.448 -4.180
H -3.680 -1.189 -2.436
C 1.333 -0.013 4.491
C 2.146 0.822 3.523
C 2.199 -0.076 2.301
O 0.989 -0.844 2.300
C 0.336 -0.684 3.564
H 0.856 0.569 5.281
H 1.974 -0.767 4.960
H 1.608 1.744 3.286
H 3.136 1.091 3.898
H 3.041 -0.775 2.357
H 2.276 0.489 1.370
H -0.547 -0.054 3.408
H 0.008 -1.658 3.934

---

Record 4
126
Properties=species:S:1:pos:R:3 method="wB97M-V/def2-TZVPD" relative_energy_kcal_mol=40.89 homo_ev=-9.09
C -0.224 -0.078 -0.119
O 0.209 -0.110 1.169
H 0.553 0.331 -0.765
H -0.525 -1.067 -0.467
H -1.069 0.602 -0.223
H -0.001 0.774 1.479
C 6.516 1.802 4.233
O 7.765 1.929 4.252
N 5.590 2.623 4.799
C 4.179 2.283 4.755
C 5.857 3.756 5.707
H 6.077 0.913 3.755
H 3.781 1.827 5.661
H 3.965 1.476 4.054
H 3.623 3.163 4.432
H 6.927 3.857 5.889
H 5.581 4.736 5.320
H 5.348 3.798 6.669
C -0.824 -4.512 -5.403
O -1.224 -3.743 -4.509
N -1.133 -4.460 -6.689
C -0.686 -5.433 -7.633
C -1.862 -3.330 -7.279
H -0.191 -5.381 -5.163
H -0.321 -6.295 -7.073
H 0.092 -5.089 -8.315
H -1.484 -5.768 -8.295
H -1.331 -2.960 -8.155
H -2.893 -3.591 -7.521
H -2.002 -2.489 -6.600
C -2.961 -0.177 7.334
O -1.831 0.279 7.212
N -3.669 -0.557 6.285
C -4.896 -1.185 6.488
C -3.277 -0.310 4.913
H -3.475 -0.280 8.302
H -5.566 -0.671 5.798
H -5.259 -1.084 7.511
H -4.790 -2.222 6.169
H -3.921 0.421 4.426
H -2.249 0.044 4.842
H -3.422 -1.271 4.418
C 5.044 -2.405 -1.041
O 5.203 -2.514 0.189
N 4.092 -3.032 -1.735
C 3.810 -2.863 -3.168
C 3.384 -4.177 -1.117
H 5.578 -1.689 -1.686
H 3.820 -3.854 -3.623
H 4.389 -2.113 -3.706
H 2.770 -2.540 -3.203
H 3.909 -4.411 -0.191
H 2.353 -3.892 -0.906
H 3.377 -5.100 -1.697
C 2.904 2.278 -6.235
O 3.754 2.414 -5.326
N 1.565 2.448 -6.044
C 1.086 2.915 -4.746
C 0.620 2.188 -7.113
H 3.102 1.977 -7.276
H 0.735 3.938 -4.884
H 1.889 2.855 -4.011
H 0.289 2.290 -4.344
H 1.062 2.041 -8.099
H 0.149 1.230 -6.892
H -0.160 2.943 -7.214
C -5.430 -6.024 0.875
O -6.652 -5.999 0.547
N -4.429 -5.758 -0.015
C -3.048 -5.787 0.353
C -4.778 -5.435 -1.419
H -5.047 -6.107 1.904
H -2.864 -6.340 1.274
H -2.877 -4.734 0.574
H -2.393 -6.174 -0.427
H -4.153 -5.969 -2.134
H -5.810 -5.764 -1.537
H -4.744 -4.394 -1.740
C -5.820 0.813 -1.524
O -6.652 1.184 -0.686
N -5.728 1.317 -2.805
C -6.576 2.341 -3.288
C -4.465 1.074 -3.514
H -4.971 0.126 -1.384
H -6.359 3.301 -2.820
H -7.648 2.223 -3.132
H -6.525 2.373 -4.377
H -3.823 1.954 -3.462
H -3.801 0.292 -3.146
H -4.753 0.762 -4.518
C 4.240 5.817 -1.885
O 3.817 6.957 -2.200
N 4.056 5.186 -0.716
C 4.361 3.782 -0.452
C 3.364 5.694 0.479
H 4.926 5.255 -2.536
H 5.153 3.644 0.284
H 4.673 3.236 -1.343
H 3.525 3.208 -0.052
H 3.171 6.740 0.241
H 2.415 5.253 0.784
H 4.037 5.775 1.332
C 2.313 -5.160 6.548
O 3.091 -5.482 7.475
N 2.610 -4.386 5.503
C 1.546 -3.772 4.748
C 3.998 -4.002 5.181
H 1.255 -5.464 6.547
H 1.626 -3.892 3.667
H 1.577 -2.704 4.960
H 0.536 -4.160 4.882
H 4.348 -4.448 4.250
H 3.998 -2.924 5.020
H 4.789 -4.145 5.916
C -2.230 5.153 2.462
O -1.816 4.106 1.896
N -2.500 6.305 1.792
C -2.753 7.613 2.489
C -2.441 6.250 0.307
H -2.266 5.281 3.555
H -2.899 7.505 3.563
H -3.698 7.983 2.090
H -1.900 8.285 2.394
H -1.637 6.817 -0.163
H -2.341 5.223 -0.047
H -3.303 6.718 -0.168

---

Record 5
13
Properties=species:S:1:pos:R:3 method="wB97M-V/def2-TZVPD" relative_energy_kcal_mol=71.23 homo_ev="-8.60 / -8.44"
C 0.386 2.030 -0.459
C -1.167 -1.860 1.355
P 0.345 0.198 -0.565
S 2.742 0.131 1.055
S 0.183 0.003 -2.682
S -1.320 -0.214 0.700
H -0.205 2.697 -1.117
H 0.178 2.440 0.522
H 1.448 2.346 -0.522
H -1.637 -1.932 2.256
H -0.140 -1.946 1.635
H -1.521 -2.677 0.679
H 0.709 -1.216 -2.857

---

Record 6
92
Properties=species:S:1:pos:R:3 method="wB97M-V/def2-TZVPD" homo_ev=-7.61
F -5.817 4.081 2.014
C -4.631 4.346 1.365
C -4.591 5.339 0.421
C -3.425 5.600 -0.202
C -2.282 4.810 0.060
C -2.290 3.805 1.044
C -3.485 3.621 1.751
H -5.444 5.954 0.173
H -3.310 6.305 -1.012
H -1.405 5.277 -0.362
H -1.515 3.107 1.325
H -3.564 2.745 2.379
C 5.437 -2.325 -0.401
C 4.769 -1.177 -0.789
C 5.374 -0.371 -1.695
C 6.617 -0.593 -2.180
C 7.265 -1.833 -1.812
C 6.584 -2.790 -1.026
O 7.071 -4.009 -0.739
O 4.617 0.778 -2.043
H 4.952 -2.929 0.353
H 3.823 -0.897 -0.351
H 7.188 0.058 -2.826
H 8.288 -1.966 -2.132
H 7.767 -4.250 -1.355
H 3.668 0.635 -2.045
C -1.771 -6.782 1.138
C -2.343 -7.962 0.780
C -3.446 -8.084 -0.100
C -3.918 -6.893 -0.666
C -3.285 -5.620 -0.410
C -2.156 -5.678 0.490
O -1.433 -4.577 0.642
O -4.121 -9.240 -0.258
H -0.955 -6.767 1.845
H -2.116 -8.897 1.270
H -4.826 -7.042 -1.232
H -3.687 -4.748 -0.903
H -1.850 -3.756 0.371
H -3.917 -10.060 0.199
C -5.501 0.488 4.134
C -4.691 -0.517 3.534
C -4.757 -0.844 2.159
C -5.705 -0.157 1.362
C -6.409 0.897 1.901
C -6.369 1.145 3.299
O -7.168 2.032 3.908
O -3.752 -1.607 1.534
H -5.466 0.682 5.195
H -4.140 -1.198 4.166
H -5.804 -0.500 0.343
H -7.019 1.497 1.242
H -6.699 2.730 4.370
H -2.973 -1.589 2.095
C 5.140 4.621 2.557
C 4.549 3.475 2.043
C 3.315 3.516 1.481
C 2.685 4.648 1.230
C 3.227 5.832 1.796
C 4.415 5.793 2.518
O 4.916 6.996 3.094
O 2.814 2.358 1.057
H 6.150 4.552 2.933
H 5.038 2.513 2.094
H 1.808 4.682 0.601
H 2.813 6.818 1.644
H 5.695 6.771 3.609
H 3.212 1.727 1.661
C -1.225 -0.382 -0.323
C -0.109 0.439 -0.520
C 0.804 0.015 -1.458
C 0.655 -1.108 -2.260
C -0.518 -1.858 -2.168
C -1.482 -1.447 -1.193
O -2.684 -2.099 -1.067
O 1.883 0.824 -1.718
H -1.973 -0.129 0.414
H -0.088 1.375 0.018
H 1.332 -1.347 -3.067
H -0.745 -2.680 -2.830
H -3.177 -1.800 -0.300
H 2.118 1.490 -1.068
C 1.697 4.916 -3.291
Cl 0.652 5.588 -4.534
Cl 2.560 6.228 -2.355
Cl 0.712 3.779 -2.350
Cl 2.763 4.001 -4.134
C 3.200 -4.038 -5.313
Cl 3.576 -2.723 -4.224
Cl 1.492 -4.337 -4.895
Cl 3.247 -3.827 -7.089
Cl 4.148 -5.456 -4.913

---

Record 7
78
Properties=species:S:1:pos:R:3 method="wB97M-V/def2-TZVPD" charge=+2 relative_energy_kcal_mol=178.14 homo_ev=-13.47
N 5.944 0.009 1.000
C 5.173 -0.316 2.054
C 3.860 -0.784 1.952
C 3.249 -0.920 0.681
C 4.079 -0.612 -0.424
C 5.384 -0.159 -0.212
C 1.878 -1.428 0.550
Ba 0.248 0.102 0.508
P -2.101 -0.299 0.205
C 1.197 -1.544 -0.690
C 0.256 -2.627 -1.013
C -0.060 -2.905 -2.364
C -0.978 -3.901 -2.719
C -1.596 -4.650 -1.710
C -1.269 -4.438 -0.359
C -0.349 -3.443 -0.025
Br -2.902 -5.968 -2.166
H 1.582 -2.104 1.362
H 1.678 -1.105 -1.572
H 3.303 -1.047 2.858
H 3.714 -0.748 -1.447
H 5.635 -0.200 3.045
H 6.022 0.078 -1.075
H 0.417 -2.315 -3.154
H -0.106 -3.280 1.029
H -1.219 -4.086 -3.770
H -1.738 -5.045 0.420
P 0.844 2.099 -0.767
C -2.762 -1.450 1.538
C -4.020 -2.289 1.280
H -2.884 -0.820 2.440
H -1.914 -2.119 1.757
H -4.221 -2.946 2.146
H -4.915 -1.668 1.118
H -3.888 -2.940 0.399
C -2.679 -1.078 -1.396
C -4.114 -0.865 -1.892
H -2.467 -2.155 -1.294
H -1.969 -0.712 -2.157
H -4.246 -1.369 -2.867
H -4.863 -1.283 -1.201
H -4.344 0.204 -2.042
C -3.177 1.233 0.350
C -4.618 1.126 0.866
H -3.150 1.698 -0.654
H -2.607 1.916 0.999
H -5.076 2.130 0.922
H -5.253 0.504 0.216
H -4.648 0.695 1.882
C 0.510 3.835 -0.132
C -0.924 4.091 0.330
H 0.804 4.552 -0.923
H 1.204 3.995 0.713
H -1.034 5.116 0.728
H -1.650 3.972 -0.493
H -1.204 3.382 1.126
C -0.050 2.210 -2.410
C 0.177 0.983 -3.299
H 0.250 3.141 -2.930
H -1.125 2.300 -2.169
H -0.430 1.040 -4.220
H 1.235 0.889 -3.599
H -0.102 0.065 -2.754
C 2.607 2.382 -1.341
C 3.570 2.705 -0.192
H 2.613 3.188 -2.101
H 2.925 1.454 -1.845
H 4.616 2.704 -0.543
H 3.364 3.698 0.243
H 3.489 1.953 0.611
N 2.430 1.781 3.565
C 1.657 0.683 3.402
N 1.447 -0.169 4.433
O 1.109 0.457 2.278
H 2.877 1.983 4.471
H 2.578 2.435 2.783
H 0.852 -1.001 4.306
H 1.877 0.000 5.354

---

Record 8
18
Properties=species:S:1:pos:R:3 method="wB97M-V/def2-TZVPD" relative_energy_kcal_mol=28.64 homo_ev=-8.98
C -0.892 -0.030 0.701
N -0.190 -1.198 0.187
C -0.956 -2.373 -0.077
O -1.348 -2.466 -1.438
C 0.036 0.890 1.484
C 0.531 2.105 0.719
S 1.541 1.701 -0.792
H -1.378 0.468 -0.128
H -1.693 -0.341 1.390
H 0.682 -1.363 0.659
H -1.872 -2.380 0.509
H -0.344 -3.244 0.142
H -0.916 -1.740 -1.915
H 0.880 0.327 1.900
H -0.481 1.281 2.361
H 1.208 2.757 1.249
H -0.292 2.696 0.343
H 0.880 0.605 -1.167